Record 1
{
  "formula": "C5H7N",
  "method": "ωB97M-V with the def2-TZVPD basis set",
  "symbols": ["C", "C", "C", "C", "C", "N", "H", "H", "H", "H", "H", "H", "H"],
  "coordinates": [[0.668638, 0.805562, -1.483615], [-2.033904, -0.751992, 1.357783], [-1.095208, -0.240781, 0.485812], [1.773090, 0.315074, 0.062145], [0.612881, -0.325114, -0.608619], [1.779184, 1.273542, -0.959472], [0.036808, 1.256310, -2.255185], [-2.971874, -0.315171, 1.482122], [-2.049950, -1.770781, 1.682018], [0.493850, -1.345185, -0.948160], [-1.321118, 0.610481, -0.073332], [1.448403, 0.818648, 1.046188], [2.659197, -0.330592, 0.212314]],
  "forces_ev_per_angstrom": [[1.223, 1.717, 0.006], [3.428, -0.625, -2.860], [0.434, -0.901, -0.225], [0.353, -1.456, 3.560], [-4.775, -2.911, 2.969], [-0.800, 2.122, -2.905], [0.416, -0.264, 0.092], [-1.231, 1.341, 0.083], [0.709, -0.446, 0.671], [0.651, -0.099, -0.157], [-1.005, 1.771, 0.042], [0.748, -0.905, -1.240], [-0.152, 0.655, -0.037]],
  "nbo_charge": [0.026, -0.440, -0.179, -0.277, -0.202, -0.332, 0.205, 0.198, 0.192, 0.241, 0.147, 0.217, 0.203],
  "gap_ha": 0.3681,
  "relative_energy_ev": 5.477,
  "total_energy_ev": -6783.0352
}

***

Record 2
{
  "formula": "C26H24Cl4N2O2P2S2Sr",
  "method": "ωB97M-V with the def2-TZVPD basis set",
  "symbols": ["Sr", "S", "C", "C", "C", "C", "C", "C", "N", "C", "C", "C", "C", "C", "C", "C", "H", "H", "H", "H", "H", "H", "H", "H", "Cl", "C", "C", "Cl", "C", "Cl", "C", "O", "C", "O", "C", "Cl", "C", "P", "C", "C", "C", "P", "C", "C", "H", "H", "H", "H", "H", "H", "H", "H", "H", "H", "H", "H", "H", "H", "H", "H", "S", "C", "N"],
  "coordinates": [[-0.892623, -1.037873, 0.608381], [-1.922380, 3.820748, 2.243438], [-0.678098, 3.371004, 3.359745], [-0.392726, 3.834928, 4.645013], [0.665622, 3.267341, 5.326322], [1.444655, 2.256374, 4.741377], [1.168771, 1.804019, 3.468617], [0.088565, 2.363482, 2.783615], [-0.290803, 1.959559, 1.506364], [-1.314560, 2.639065, 1.104007], [-2.026487, 2.412639, -0.197483], [-2.660568, 3.499458, -0.803449], [-3.369362, 3.296955, -1.977531], [-3.452613, 2.002435, -2.492956], [-2.799470, 0.955282, -1.852597], [-2.019555, 1.095514, -0.680123], [-0.990956, 4.607538, 5.111183], [0.892434, 3.599092, 6.331846], [2.253236, 1.807189, 5.303998], [1.743890, 1.013167, 3.007223], [-2.599357, 4.498203, -0.381477], [-3.864681, 4.127088, -2.469143], [-4.036524, 1.809780, -3.388522], [-2.920265, -0.033699, -2.285709], [1.752964, -1.684528, 7.130457], [1.632020, -1.640981, 5.392913], [2.701292, -2.004693, 4.606212], [4.196762, -2.533083, 5.326816], [2.568101, -1.955901, 3.210313], [3.895077, -2.403074, 2.166537], [1.396004, -1.551230, 2.576171], [1.284989, -1.497500, 1.279837], [0.268899, -1.146797, 3.408357], [-0.819422, -0.728905, 2.834726], [0.429405, -1.223823, 4.793594], [-0.913226, -0.702714, 5.761551], [0.213564, -3.674811, -2.721691], [1.196203, -2.282320, -2.029559], [2.594025, -3.192748, -1.300030], [2.003885, -1.659445, -3.560736], [1.113373, -1.033810, -4.627922], [-0.383524, -0.167183, -3.991072], [-0.852514, 0.734463, -5.512586], [0.378240, 1.232761, -3.084082], [0.794126, -4.271592, -3.435067], [-0.688667, -3.303553, -3.209064], [-0.116531, -4.328523, -1.911868], [2.966747, -3.961743, -1.984639], [2.275091, -3.635831, -0.356026], [3.401364, -2.506992, -1.038772], [2.583372, -2.484979, -3.991586], [2.725802, -0.911630, -3.218044], [0.743696, -1.805628, -5.309692], [1.713016, -0.334240, -5.224955], [-0.016162, 1.306133, -5.929823], [-1.659418, 1.428838, -5.272596], [-1.225124, 0.042672, -6.270635], [1.173514, 1.718915, -3.661802], [0.783594, 0.905303, -2.125704], [-0.398276, 1.963160, -2.849630], [-2.705909, -3.260955, -0.567156], [-4.056683, -3.214692, 0.490450], [-4.975821, -3.197646, 1.194689]],
  "forces_ev_per_angstrom": [[-0.777, 0.354, -1.439], [-0.143, 0.246, 0.170], [0.010, 0.137, 0.230], [-0.058, 0.023, -0.059], [0.114, -0.114, -0.052], [-0.062, 0.076, 0.035], [-0.044, 0.178, 0.170], [0.382, -0.611, -0.484], [-0.295, 0.403, 0.116], [-0.033, -0.387, -0.688], [0.599, 0.131, 0.899], [-0.137, -0.049, -0.276], [-0.003, -0.075, -0.008], [0.065, 0.131, 0.116], [-0.030, -0.057, 0.093], [-0.470, -0.002, -0.456], [-0.035, 0.016, -0.037], [-0.012, 0.002, 0.017], [0.007, 0.006, 0.014], [0.003, 0.024, -0.023], [0.035, -0.018, 0.056], [-0.002, -0.006, -0.016], [-0.015, 0.027, -0.018], [0.033, -0.049, -0.014], [0.052, -0.013, -0.034], [-0.149, 0.071, 0.144], [0.102, -0.039, 0.075], [-0.037, 0.017, -0.017], [0.076, -0.013, -0.086], [0.034, -0.017, 0.141], [0.009, 0.033, -0.231], [0.385, -0.175, 0.500], [-0.173, -0.095, -0.043], [0.460, -0.224, 1.193], [0.083, 0.064, -0.096], [0.015, -0.003, 0.068], [0.071, -0.162, -0.051], [-0.727, 0.079, 0.183], [0.174, -0.084, 0.061], [0.416, -0.059, 0.073], [0.031, 0.145, -0.269], [-0.141, -0.065, 0.487], [-0.031, 0.147, -0.287], [0.162, 0.129, 0.032], [0.006, 0.024, 0.016], [0.035, 0.084, -0.003], [0.020, 0.049, 0.040], [0.030, -0.012, 0.055], [-0.037, -0.025, -0.054], [-0.044, 0.053, -0.047], [0.062, 0.052, -0.031], [0.013, -0.023, 0.025], [-0.009, -0.016, 0.007], [-0.042, -0.062, -0.073], [-0.014, -0.024, -0.006], [-0.011, -0.005, 0.038], [0.022, -0.016, 0.002], [-0.033, -0.039, -0.036], [-0.020, -0.075, -0.023], [-0.005, -0.024, -0.039], [-0.738, -0.028, 0.580], [1.031, -0.013, -0.748], [-0.213, -0.024, 0.109]],
  "mulliken_charge": [1.631, -0.353, 0.764, -0.511, -0.512, -0.557, -0.423, -0.459, -0.313, -0.162, 1.371, -0.763, -0.646, -0.524, -0.638, -0.330, 0.365, 0.348, 0.406, 0.578, 0.339, 0.353, 0.423, 0.414, -0.261, 0.186, 0.184, -0.265, 0.309, -0.248, -0.257, -0.789, 0.224, -1.288, 0.333, -0.241, -1.487, 0.994, -1.353, -1.176, -0.981, 0.548, -1.348, -1.029, 0.383, 0.346, 0.416, 0.449, 0.320, 0.351, 0.518, 0.363, 0.339, 0.470, 0.334, 0.315, 0.391, 0.529, 0.106, 0.259, -0.312, 0.253, -0.688],
  "gap_ha": 0.2176,
  "total_charge": -2,
  "relative_energy_ev": 0.000,
  "total_energy_ev": -125605.7834
}